Entry from the OMol25 dataset: an isolated molecule of C4H10N2O (the ωB97M-V functional and the def2-TZVPD basis).

Cartesian coordinates (Å):
C: 0.660 1.687 -0.393
C: 0.426 0.293 -1.061
C: 0.673 -0.912 -0.171
C: -0.318 -1.092 0.913
H: -0.595 1.403 1.316
H: -0.534 2.877 0.606
H: 1.444 1.733 0.078
H: 0.838 2.280 -1.379
H: -0.771 0.224 -1.299
H: 1.145 0.084 -2.085
H: 0.952 -1.963 -0.740
H: 1.653 -0.934 0.236
H: -1.288 -2.543 -0.351
H: -2.095 -2.513 1.359
N: -0.562 2.031 0.413
N: -1.210 -2.156 0.644
O: -0.418 -0.499 1.914

The value obtained for the strongest force on any atom is 11.47 eV/A. Its total charge is 0. The energy relative to the best compared isomer or geometry (same formula, charge and spin) is 4.391 eV. Its multiplicity is 1. For the calculated total energy, the calculation gives -9334.5970 eV.